1.
{
  "formula": "C48H114N7O18",
  "method": "ωB97M-V/def2-TZVPD",
  "species": ["C", "C", "C", "O", "C", "C", "C", "O", "O", "O", "H", "H", "C", "O", "C", "C", "N", "H", "H", "C", "C", "O", "C", "H", "H", "H", "H", "H", "H", "H", "H", "H", "H", "H", "H", "H", "H", "C", "O", "C", "C", "N", "H", "H", "C", "C", "O", "C", "H", "H", "H", "H", "H", "H", "H", "H", "H", "H", "H", "H", "H", "H", "C", "O", "C", "C", "N", "H", "H", "C", "C", "O", "C", "H", "H", "H", "H", "H", "H", "H", "H", "H", "H", "H", "H", "H", "H", "C", "O", "C", "C", "N", "H", "H", "C", "C", "O", "C", "H", "H", "H", "H", "H", "H", "H", "H", "H", "H", "H", "H", "H", "H", "C", "O", "C", "C", "N", "H", "H", "C", "C", "O", "C", "H", "H", "H", "H", "H", "H", "H", "H", "H", "H", "H", "H", "H", "H", "C", "O", "C", "C", "N", "H", "H", "C", "C", "O", "C", "H", "H", "H", "H", "H", "H", "H", "H", "H", "H", "H", "H", "H", "H", "C", "O", "C", "C", "N", "H", "H", "C", "C", "O", "C", "H", "H", "H", "H", "H", "H", "H", "H", "H", "H", "H", "H", "H", "H"],
  "coordinates": [[1.259, -0.277, 1.227], [0.033, 0.306, 1.236], [-0.873, 0.323, 0.001], [-2.000, 0.982, 0.055], [-0.576, -0.326, -1.190], [0.690, -1.006, -1.183], [1.749, -0.911, -0.008], [2.923, -1.327, -0.217], [1.012, -1.725, -2.120], [-0.522, 0.508, 2.399], [1.813, -0.254, 2.154], [-1.158, -0.255, -2.097], [6.506, -4.388, 7.474], [7.268, -3.637, 6.542], [7.675, -4.405, 5.436], [6.653, -4.515, 4.300], [5.727, -3.317, 4.234], [5.171, -3.269, 5.075], [6.360, -2.533, 4.157], [4.626, -3.223, 3.172], [3.729, -2.044, 3.255], [3.473, -1.603, 4.554], [2.666, -0.455, 4.691], [5.613, -4.775, 6.985], [6.225, -3.676, 8.250], [6.979, -5.095, 8.155], [7.822, -5.457, 5.683], [8.565, -3.840, 5.160], [5.938, -5.331, 4.412], [7.152, -4.590, 3.334], [4.109, -4.181, 3.134], [5.190, -3.278, 2.241], [2.762, -2.140, 2.763], [4.291, -1.245, 2.771], [1.596, -0.637, 4.589], [2.953, 0.355, 4.020], [2.883, -0.177, 5.723], [-3.243, -6.037, -1.696], [-2.314, -5.073, -1.229], [-2.271, -3.713, -1.719], [-1.646, -3.585, -3.153], [-0.161, -4.010, -3.213], [0.118, -3.937, -4.180], [0.403, -3.265, -2.830], [0.203, -5.443, -2.755], [1.695, -5.810, -3.164], [2.870, -5.113, -2.648], [2.779, -4.851, -1.289], [-4.221, -6.000, -1.217], [-2.792, -7.029, -1.719], [-3.494, -5.817, -2.734], [-1.645, -3.116, -1.056], [-3.251, -3.240, -1.783], [-1.546, -2.539, -3.446], [-2.048, -4.177, -3.975], [-0.512, -6.166, -3.150], [0.107, -5.505, -1.671], [1.682, -5.867, -4.253], [1.888, -6.859, -2.938], [2.525, -3.797, -1.175], [3.765, -5.007, -0.852], [2.186, -5.474, -0.619], [-6.291, 0.131, 6.487], [-4.960, 0.286, 6.017], [-4.631, 0.024, 4.699], [-3.152, 0.431, 4.675], [-2.387, 0.245, 6.026], [-2.907, 0.742, 6.734], [-2.353, -0.733, 6.277], [-0.936, 0.706, 5.920], [-0.212, 0.768, 7.301], [-0.541, -0.478, 8.021], [0.280, -0.520, 9.169], [-7.050, 0.822, 6.118], [-6.235, 0.292, 7.564], [-6.622, -0.888, 6.285], [-5.215, 0.693, 4.068], [-4.697, -1.042, 4.479], [-2.869, 1.466, 4.478], [-2.608, -0.239, 4.010], [-0.897, 1.753, 5.620], [-0.402, 0.055, 5.228], [-0.179, 1.674, 7.905], [0.832, 0.635, 7.018], [0.404, -1.575, 9.413], [-0.310, -0.119, 9.993], [1.314, -0.175, 9.145], [-6.050, 4.400, -8.393], [-5.363, 4.092, -7.202], [-5.724, 4.956, -6.160], [-4.706, 4.839, -4.998], [-4.395, 3.329, -4.802], [-5.221, 2.749, -4.839], [-3.922, 2.969, -5.618], [-3.471, 2.910, -3.598], [-3.332, 1.397, -3.595], [-4.597, 0.755, -3.344], [-4.620, -0.614, -3.045], [-7.130, 4.260, -8.345], [-5.783, 3.743, -9.221], [-5.910, 5.417, -8.758], [-6.702, 4.795, -5.705], [-5.721, 5.990, -6.505], [-4.941, 5.198, -3.997], [-3.733, 5.245, -5.276], [-4.043, 3.243, -2.732], [-2.500, 3.399, -3.670], [-2.780, 1.200, -2.676], [-2.722, 1.034, -4.423], [-4.226, -0.671, -2.030], [-3.985, -1.292, -3.615], [-5.606, -1.069, -3.138], [4.112, -3.863, -5.406], [3.911, -2.478, -5.230], [4.073, -2.104, -3.886], [3.652, -0.550, -3.848], [2.294, -0.451, -4.367], [2.077, -1.148, -5.065], [1.607, -0.716, -3.676], [1.903, 0.968, -4.687], [2.479, 1.584, -6.032], [2.382, 0.595, -6.968], [2.556, 1.237, -8.206], [5.002, -4.238, -4.901], [4.343, -4.064, -6.452], [3.259, -4.400, -4.992], [5.141, -2.313, -3.820], [3.565, -2.728, -3.150], [4.356, 0.064, -4.410], [3.618, -0.198, -2.817], [2.325, 1.510, -3.841], [0.824, 1.072, -4.570], [3.546, 1.804, -5.999], [1.874, 2.474, -6.206], [3.587, 1.542, -8.385], [1.937, 2.042, -8.602], [2.281, 0.446, -8.904], [7.559, 2.850, 1.843], [6.418, 2.120, 1.415], [6.522, 1.498, 0.249], [5.120, 0.922, 0.048], [4.040, 2.037, 0.004], [3.124, 1.629, -0.113], [4.158, 2.494, 0.897], [4.204, 2.961, -1.162], [2.842, 3.584, -1.582], [1.887, 2.569, -1.490], [0.558, 3.089, -1.563], [8.264, 2.053, 2.081], [7.341, 3.499, 2.691], [7.879, 3.488, 1.019], [7.310, 0.768, 0.436], [6.897, 2.097, -0.582], [4.947, 0.371, 0.972], [5.016, 0.212, -0.773], [4.696, 2.431, -1.978], [4.938, 3.670, -0.778], [2.953, 3.842, -2.636], [2.592, 4.466, -0.993], [0.046, 2.481, -2.309], [0.477, 4.117, -1.916], [-0.066, 2.932, -0.683], [-4.619, 4.648, 3.981], [-3.832, 3.632, 3.374], [-3.068, 4.049, 2.333], [-3.851, 4.011, 1.021], [-4.380, 2.634, 0.583], [-3.622, 2.028, 0.302], [-4.579, 2.029, 1.368], [-5.785, 2.753, -0.319], [-6.996, 2.498, 0.520], [-6.913, 1.266, 1.366], [-7.959, 1.124, 2.358], [-5.047, 5.382, 3.299], [-3.852, 5.149, 4.572], [-5.266, 4.224, 4.748], [-2.172, 3.431, 2.375], [-2.639, 5.048, 2.417], [-3.261, 4.408, 0.194], [-4.713, 4.655, 1.189], [-5.764, 1.968, -1.074], [-5.854, 3.679, -0.889], [-7.745, 2.217, -0.220], [-7.391, 3.342, 1.084], [-8.788, 0.548, 1.948], [-8.367, 2.056, 2.748], [-7.512, 0.569, 3.182]],
  "forces_ev_per_a": [[2.6500, -1.1311, -3.0421], [-3.4596, -0.9945, 3.9469], [-3.8103, 2.5707, -0.4997], [1.9456, -0.7315, 0.3872], [3.0827, -0.6711, 1.3590], [-1.3882, 1.0610, 1.0903], [0.5376, 1.2416, 1.3990], [-1.8640, 0.4056, 0.1129], [1.1427, -1.4307, -2.4776], [0.6825, 0.7613, -2.8227], [0.1760, -0.1709, -0.1872], [-0.2046, -0.1739, 0.1388], [-0.8611, 1.2558, 1.2384], [-0.3318, -0.9028, 0.1426], [0.0621, 0.6196, 0.2200], [-1.4223, 0.1034, -0.5524], [-0.7931, 0.2818, -0.4530], [0.5213, 0.4493, 1.0140], [-0.2458, 0.8236, 0.3796], [1.4771, -2.5764, -0.7352], [-0.1500, 2.1601, -0.0883], [0.4758, -1.0826, 0.7662], [0.3621, 0.0131, 0.8206], [-0.1098, -0.3869, 0.2397], [-0.5680, 0.3768, -0.3359], [0.7903, -0.6876, -1.0439], [0.8290, 0.0845, 0.2441], [0.2276, -0.7412, -0.6874], [0.4251, -0.3526, 0.0663], [-0.0375, -0.1276, 0.0358], [-0.1378, -0.0581, 0.7491], [-0.2699, 0.5915, -0.2935], [0.2896, -0.6510, -0.6231], [-0.1954, 0.4513, -0.4916], [-0.0278, -0.3172, -0.2650], [0.1795, 0.0293, -0.1218], [-0.2906, 0.4395, -0.0922], [-0.6201, 0.7915, -1.5817], [0.9234, 1.3524, 0.4942], [0.1170, -1.5714, -1.3595], [1.3821, -0.5877, 0.4248], [-0.6937, -1.5119, -0.1059], [-0.1331, -0.3608, -0.6819], [0.5917, 0.4882, 1.4506], [1.9493, 0.8377, 0.8869], [-0.3016, -0.6932, -0.1636], [-2.4305, -0.7759, -1.6505], [1.0750, 0.9020, 1.5506], [0.2932, -0.1495, 0.6574], [-0.0082, 0.1530, 0.5609], [0.0515, -0.0338, -0.4187], [-0.0542, -0.2438, 0.2562], [-0.2307, -0.0966, 0.1386], [-0.5861, 0.1001, 0.0462], [-0.7756, 0.1134, 0.3825], [0.1773, 0.2300, -0.4119], [-0.2136, 0.3942, -0.1163], [0.6399, 0.7354, -0.2217], [-0.6068, -0.1937, 0.4892], [-0.2210, 0.0925, 0.4682], [0.3270, 0.2547, -0.2027], [-0.7038, -0.3386, -0.6645], [-0.1067, -0.6466, 0.4133], [-0.4500, 0.6669, 1.3965], [0.9225, 0.7766, 1.0624], [1.8197, -0.4759, 0.1669], [0.2882, 0.1359, -1.4436], [-0.2058, 0.0933, 0.4855], [-0.2005, -0.3730, 0.4518], [-0.2078, 1.0678, 1.7400], [0.2632, -3.0421, -0.7580], [0.7861, 2.4307, -1.4675], [-0.7074, -1.8442, 1.6544], [0.3555, 0.3032, -0.5317], [-0.0312, -0.1727, -0.0855], [-0.1475, -0.0804, 0.0933], [0.0420, -0.3548, -0.6819], [-0.4357, -0.0412, -0.3606], [-0.7654, -0.0254, -0.5447], [0.1324, 0.4292, -0.3517], [-0.3740, -0.2018, -0.7814], [-0.3690, 0.1171, 0.0148], [-1.1013, 0.0560, 0.0556], [0.3143, 0.2292, -0.1242], [-0.1582, -0.1577, 0.0079], [0.5125, 0.4593, 0.1965], [-0.2184, 0.7439, -0.6423], [-1.1068, 0.0207, -1.6860], [0.2674, -0.1560, 0.8482], [0.3164, 0.7173, 1.1149], [1.0644, -1.5575, -0.6331], [1.4984, 0.1447, 0.5010], [-0.7880, -0.1277, 0.6604], [0.3009, 0.3774, -0.8201], [-2.2200, -0.1905, -1.1275], [-0.3155, -0.5655, 2.0529], [-0.1908, 1.7199, -2.1627], [0.9448, -0.8475, 1.0471], [-0.1677, -0.0273, 0.6714], [0.6416, -0.1782, 0.4307], [0.4121, 0.1955, 0.3707], [-0.4456, -0.4437, -0.4457], [0.0544, 0.1937, 0.0540], [-0.6196, 0.2516, -0.3831], [-0.0620, 0.1532, -0.0591], [0.3552, -0.0132, 0.1409], [-0.2396, 0.1034, -0.1836], [0.7334, -0.0075, 0.0939], [-0.4468, -0.2783, -0.4311], [-0.2988, -0.5128, 0.4053], [0.3660, 0.4958, -0.7241], [-0.1891, 0.7087, 0.1663], [0.3902, -0.5457, -0.2581], [-1.3102, 0.1724, -0.5105], [0.9364, 1.4836, -0.8258], [1.4418, -2.5544, 0.9915], [-1.1677, 1.1771, -0.5271], [0.7309, 0.0063, -1.3581], [0.0009, -0.4871, 1.4309], [1.1487, 0.9504, -0.2876], [-0.2465, -1.3690, 2.8772], [-1.4595, 0.8005, -0.6843], [0.4324, -1.8543, -2.9605], [0.1534, 0.2452, 0.4662], [-0.6703, 0.1036, -0.0580], [0.0254, -0.2433, -0.3790], [0.3331, 0.8855, 1.3603], [-0.5271, 0.1340, -0.0823], [-0.2916, -0.1814, -0.3199], [0.0051, -0.0709, 0.0486], [-0.0862, 0.2332, 0.0551], [-0.0256, -0.2474, -0.5174], [0.0938, 0.7386, 0.7309], [0.0799, 0.1586, -0.3024], [0.1864, -0.1274, 0.2154], [-0.6470, 0.4694, 1.3853], [0.6061, -0.0258, -0.3724], [0.1857, -0.3908, -0.4233], [-1.8520, 3.1595, 3.1128], [0.2278, -1.3350, -1.6148], [0.2638, -0.4575, 0.2270], [1.6358, -1.4842, -1.1851], [-0.7311, -0.5653, 0.5244], [-0.2650, 0.4903, 0.3364], [0.2654, 0.6765, 0.7244], [1.6144, -0.3679, -0.1623], [-0.8025, 0.1816, 0.6581], [-0.9362, -0.8867, -0.8765], [0.7307, 0.5967, 0.1990], [-0.2172, -0.4383, 0.0177], [0.4259, -0.0431, 0.0143], [-0.1694, -1.1464, -0.9574], [-0.1464, 0.4738, -0.2380], [-0.4699, -0.0144, -0.1722], [-0.2540, 0.4210, -0.1359], [-0.2948, -0.2383, 0.0698], [-0.2083, 0.5126, -0.5615], [0.0616, 0.5645, -0.0413], [-0.0271, -0.0256, 0.0834], [-0.0655, -0.0828, -0.2513], [0.4668, 0.1245, 0.2334], [0.5965, 0.1357, 0.5174], [1.5723, 0.5296, 1.3817], [-1.6040, -1.1407, 0.6078], [1.3408, -0.4329, -1.2163], [-0.1325, -0.4685, -0.0323], [-1.7908, 1.5687, -0.2440], [1.1737, -0.2075, -1.8185], [-1.2556, 0.3401, 1.1739], [2.1007, -1.6570, 0.8263], [-1.4852, -1.9251, 1.1748], [0.8159, 2.1514, -0.6782], [0.1288, -0.2458, -0.3273], [-0.4117, -0.3575, -0.0549], [-0.3105, 0.8665, 0.1981], [-0.4438, -0.1363, -0.6812], [-0.0008, -0.4535, -0.6572], [-0.3919, 0.5228, 0.2328], [-0.0677, -0.0752, -0.0195], [-0.1541, -0.1378, -0.3074], [0.6478, -0.2379, 0.2146], [0.4028, 0.3209, 0.6593], [-0.3493, 0.5020, -0.1978], [0.3439, 0.0353, 0.2283], [0.0330, -0.0219, -0.0656], [0.2907, 0.2610, -0.1763], [-0.0799, -0.0026, -0.0700]],
  "homo_lumo_gap_ev": 7.46,
  "total_charge": 5
}

***

2.
{
  "formula": "C4H12N2",
  "method": "ωB97M-V/def2-TZVPD",
  "species": ["C", "N", "C", "C", "C", "N", "H", "H", "H", "H", "H", "H", "H", "H", "H", "H", "H", "H"],
  "coordinates": [[-2.436, -0.364, -0.954], [-2.196, 0.355, 0.315], [-1.035, -0.105, 0.910], [0.247, 0.282, 0.182], [1.490, -0.164, 0.873], [3.085, 0.205, -1.019], [-1.516, -0.516, -1.512], [-2.617, -1.443, -0.663], [-3.294, 0.105, -1.464], [2.308, -0.134, 0.039], [-0.868, -1.285, 1.015], [-0.920, 0.349, 1.903], [0.234, 1.360, 0.096], [0.238, -0.115, -0.845], [1.531, -1.199, 1.328], [1.872, 0.587, 1.614], [3.846, 0.833, -0.916], [3.363, -0.358, -1.725]],
  "forces_ev_per_a": [[-0.7962, -0.4030, 2.2658], [1.4668, -0.9888, -1.6486], [-1.9135, -2.7992, 2.6231], [3.1700, 0.6721, -1.7352], [-2.0824, -0.0802, 3.3022], [-2.1255, 2.5459, 1.5682], [0.1860, 0.6177, -0.6225], [-0.4431, 0.7942, -0.3278], [0.6919, -0.4954, -0.0901], [1.9438, 0.3250, -2.2965], [-0.9215, 2.0521, -0.3420], [-0.2569, -0.3031, -0.0919], [0.2196, 0.2924, -0.1610], [-0.3430, -0.0830, 0.2482], [-0.2503, 1.0884, -0.6335], [-0.2514, -0.7506, -0.5766], [0.8203, 0.7172, 0.9698], [0.8852, -3.2016, -2.4517]],
  "homo_lumo_gap_ev": 4.25
}

***

In order of appearance, ΔE to the lowest compared entry with this formula, charge and spin = 122.7 180.7 kcal/mol.
In order of appearance, E_HOMO = -16.511 -7.164 eV.